The following is a quantum chemistry calculation of a molecular structure, CH4INS, from the OMol25 dataset.

* frontier orbital gap: 8.16 eV
* HOMO energy: -8.545 eV

The geometry in ORCA input format:
```
! RIJCOSX wB97M-V def2-TZVPD def2/J DEFGRID3
* xyz 0 1
C -0.89200 0.38153 0.71299
N 0.80890 -0.15688 -0.05310
S 0.32787 -1.30451 -1.22257
I 1.63467 1.66787 -0.55313
H -1.60192 0.50565 -0.09138
H -1.11426 -0.41040 1.28338
H -0.58306 1.32130 1.28750
H 1.41979 -2.00458 -1.36369
*
```

***

The following is a quantum chemistry calculation of a molecular structure, C2H2BeLiO2, from the OMol25 dataset.

* frontier orbital gap (alpha / beta): 6.83 / 6.19 eV
* HOMO energy (alpha / beta): -7.279 / -7.272 eV

The geometry in ORCA input format:
```
! RIJCOSX wB97M-V def2-TZVPD def2/J DEFGRID3
* xyz 0 2
C -1.09893 0.26967 -0.29223
C 0.00029 -0.55287 -0.31807
O 1.14308 -0.16442 0.33452
O -1.03661 1.51654 0.12850
H -1.35391 0.05602 -1.41905
Be 1.91146 -0.92502 0.92113
Li 0.56977 1.42528 1.16145
H -0.13515 -1.62521 -0.51624
*
```

***

The following is a quantum chemistry calculation of a molecular structure, C17H25ClN3O4STl, from the OMol25 dataset.

* frontier orbital gap (alpha / beta): 5.96 / 5.96 eV
* HOMO energy (alpha / beta): -14.871 / -14.871 eV

The geometry in ORCA input format:
```
! RIJCOSX wB97M-V def2-TZVPD def2/J DEFGRID3
* xyz 2 1
Tl -2.99752 -2.89807 -4.28692
C -1.07012 2.95981 2.58427
C -1.45574 1.69076 1.80696
C -2.98614 1.69171 1.67919
C -0.83862 1.79407 0.40934
C -0.99548 0.42313 2.60009
O -1.45459 0.48698 3.93592
C 0.58910 0.25288 2.75773
C 1.46739 -0.37926 1.74655
C 2.32371 0.17829 0.83705
C 2.90934 -0.68561 -0.15585
C 3.68442 -0.18770 -1.15655
C 3.98571 1.18754 -1.14853
Cl 4.97658 1.81451 -2.34989
C 3.49386 2.06258 -0.14799
C 2.66128 1.57606 0.80634
C -1.72572 -0.89106 2.20081
N -1.81307 -1.25904 0.78446
C -2.86927 -1.51198 0.00988
N -2.50375 -1.88535 -1.21527
C -1.17503 -1.88953 -1.18988
N -0.74359 -1.53670 0.01371
H -1.33172 3.83096 1.98402
H -0.00076 3.03536 2.79346
H -1.62087 3.06066 3.52045
H -3.31251 2.66913 1.32506
H -3.47134 1.51119 2.63865
H -3.34902 0.96452 0.95205
H -1.31750 2.61573 -0.12414
H -0.98041 0.90621 -0.20775
H 0.22348 2.02497 0.44413
H -1.16576 1.30358 4.36036
H 0.65130 -0.38489 3.64237
H 0.97162 1.23784 3.02462
H 0.19781 -1.34460 0.31065
H 1.51782 -1.46953 1.80484
H 2.69327 -1.74849 -0.12957
H 4.07633 -0.82217 -1.93834
H 3.79180 3.10143 -0.16681
H 2.28396 2.23602 1.57602
H -2.75612 -0.77791 2.52738
H -1.29970 -1.73223 2.74971
H -3.88145 -1.40279 0.36801
H -0.46554 -2.09487 -1.99445
C 1.21107 -2.56304 -5.70860
S 0.12110 -2.36959 -4.34268
O -0.91952 -1.39713 -4.72288
O 0.92993 -1.91232 -3.20941
O -0.52194 -3.67066 -4.08022
H 1.63219 -1.58893 -5.94446
H 0.64078 -2.94588 -6.55121
H 1.98895 -3.26659 -5.42270
*
```

***

The following is a quantum chemistry calculation of 2 unconnected molecules or ions with the total composition C3H9O, from the OMol25 dataset.

* frontier orbital gap: 5.84 eV
* HOMO energy: -1.957 eV

The geometry in ORCA input format:
```
! RIJCOSX wB97M-V def2-TZVPD def2/J DEFGRID3
* xyz -1 1
O -0.63791 2.67520 -2.60916
H -0.79014 3.59620 -2.40054
C -1.05315 -0.44704 0.95976
C 0.04604 -0.58679 -0.16378
C 1.45000 -0.67173 0.38527
H -1.35454 -1.48796 1.12562
H -1.99810 0.03260 0.68738
H -0.67205 0.09308 1.82656
H -0.16893 0.20927 -0.86864
H -0.16656 -1.51080 -0.70092
H 1.51029 -1.41134 1.19033
H 2.20881 -0.75605 -0.37836
H 1.62624 0.26535 0.94649
*
```

***

The following is a quantum chemistry calculation of C3H7NO in the gas phase, from the OMol25 dataset.

* SMILES string: C/N=C/OC
* frontier orbital gap: 10.84 eV
* HOMO energy: -9.700 eV

The geometry in ORCA input format:
```
! RIJCOSX wB97M-V def2-TZVPD def2/J DEFGRID3
* xyz 0 1
C 1.30958 1.22735 1.04790
O 0.19491 1.66783 0.25013
C -0.45195 0.65977 -0.36014
N -0.06262 -0.52526 -0.21983
C -0.82261 -1.56995 -0.83629
H 0.99338 0.52957 1.83411
H 2.06185 0.71745 0.43346
H 1.72262 2.13377 1.48967
H -1.34381 0.90172 -0.96230
H -1.69863 -1.24657 -1.42316
H -0.12138 -2.08944 -1.49161
H -1.19595 -2.23380 -0.04807
*
```

***

The following is a quantum chemistry calculation of a molecular structure, C31H36BrF6KN8O6S2Se, from the OMol25 dataset.

* frontier orbital gap: 4.68 eV
* HOMO energy: -1.084 eV

The geometry in ORCA input format:
```
! RIJCOSX wB97M-V def2-TZVPD def2/J DEFGRID3
* xyz -2 1
K -0.75488 0.52032 0.62130
O -1.98573 -3.61166 -2.69600
C -1.49795 -4.32986 -1.63155
C -1.35467 -5.69877 -1.79558
C -0.82299 -6.45426 -0.75788
C -0.43016 -5.84388 0.42344
C -0.59233 -4.47100 0.56989
C -1.15095 -3.70076 -0.43587
C -1.37061 -2.20351 -0.21692
O -1.24772 -1.78725 1.03110
N -0.32659 -1.53945 -1.21362
N -0.70037 -0.38929 -1.83061
C 0.16659 0.49404 -2.16276
C -0.26519 1.76533 -2.78318
Br -2.15963 2.01506 -2.95618
C 0.62332 2.65829 -3.21970
C 0.42796 3.99286 -3.81600
C 1.29617 4.41706 -4.81975
C 1.17176 5.67136 -5.39681
C 0.17757 6.53729 -4.96480
C -0.67925 6.13522 -3.94816
C -0.55720 4.87867 -3.37821
H -1.80867 -2.67759 -2.52044
H -1.63997 -6.15063 -2.73757
H -0.68999 -7.52387 -0.88448
H 0.02394 -6.42203 1.21593
H -0.31777 -3.94982 1.47901
H -2.34010 -1.93808 -0.70685
H 0.62627 -1.56646 -0.80767
H 1.23227 0.36953 -1.95977
H 1.65614 2.33340 -3.12478
H 2.07793 3.74326 -5.15149
H 1.85730 5.97394 -6.17899
H 0.07721 7.52251 -5.40369
H -1.44243 6.80759 -3.57556
H -1.20894 4.58703 -2.56818
C -5.03838 3.46975 1.35974
N -4.70919 2.65559 2.51168
C -5.87839 1.97892 3.04977
C -3.58580 1.81090 2.31596
N -3.13230 1.40161 1.21431
N -3.04577 1.36796 3.53983
C -1.67325 1.07323 3.76574
N -1.50540 0.47061 5.01549
N -0.75497 1.42168 2.97888
H -5.76756 4.22346 1.66149
H -5.48248 2.88391 0.53943
H -4.14589 3.97684 0.99753
H -6.57661 2.71492 3.45447
H -5.59956 1.29821 3.85149
H -6.39977 1.39333 2.27728
H -3.63930 1.78924 0.42428
H -3.45660 1.82797 4.33731
H -2.24509 -0.18665 5.21893
H -0.59621 0.04846 5.12857
H 0.17932 1.13885 3.28914
F 2.76068 4.31652 -0.27801
C 3.15796 3.49787 0.70372
F 3.82492 4.23127 1.61411
F 3.99355 2.59182 0.18320
S 1.74742 2.62163 1.49877
O 1.23399 1.71480 0.50397
O 2.30683 2.08627 2.70365
N 0.77990 3.86445 1.78210
S -0.69943 4.03678 1.24341
O -1.03531 3.16583 0.14098
O -1.68094 4.26212 2.27005
C -0.60471 5.70160 0.46582
F 0.33200 5.75477 -0.48834
F -1.79630 5.98524 -0.10502
F -0.34354 6.66502 1.36659
C 3.77324 -7.54895 0.66513
C 3.62590 -6.06185 0.51878
C 3.56786 -5.22200 1.62093
C 3.44517 -3.84213 1.49424
C 3.36458 -3.00514 2.73958
C 3.38933 -3.23535 0.22382
Se 3.36845 -1.33893 0.04925
C 3.40227 -4.09681 -0.89279
C 3.27389 -3.53740 -2.28162
C 3.52466 -5.46919 -0.73306
H 3.55347 -7.86774 1.68743
H 4.78391 -7.89837 0.42948
H 3.08825 -8.08361 0.00035
H 3.60802 -5.64822 2.62104
H 3.40763 -3.64052 3.62843
H 2.44080 -2.42074 2.74960
H 4.16707 -2.26482 2.77446
H 2.32218 -3.01430 -2.40536
H 3.33400 -4.33868 -3.02271
H 4.04312 -2.78810 -2.48000
H 3.52200 -6.09652 -1.62090
*
```

***

In hartree/bohr, the F_max values for the records above are, in order, 0.1107 0.2160 0.0071 0.0383 0.0153 0.0367.
In Eh, the E_tot values for the records above are, in order, -791.01533 -250.06911 -2158.28985 -194.89500 -248.46953 -9063.41623.
In Da, the molar mass values for the records above are, in order, 189.021 73.989 607.307 61.104 73.095 992.763.